Record 1
Density functional theory data (ωB97M-V with the def2-TZVPD basis set) for a structure of composition C47H69IrNO3P3SSi.

Each line ends with the Mulliken charge.
CARTESIAN COORDINATES (ANGSTROEM)
Ir  0.05324  -0.59322  0.95242  1.011
C  -0.49475  1.82397  -1.82092  -1.345
Si  -0.10783  1.51817  -0.02867  -0.335
C  1.58454  2.27295  0.31433  0.796
C  1.81513  3.63944  0.12472  -0.403
C  3.06881  4.19255  0.33240  -1.062
C  4.13092  3.37958  0.70539  -1.121
C  3.93285  2.01794  0.85995  -0.670
C  2.66462  1.46532  0.68474  0.518
P  2.43777  -0.33750  0.65705  0.414
C  3.32183  -0.67910  -0.94076  -0.293
C  2.77493  0.13423  -2.12105  0.512
C  3.76576  0.08417  -3.28722  -1.380
C  4.10103  -1.34639  -3.69708  -0.618
C  4.57900  -2.16583  -2.50203  -1.075
C  3.53522  -2.13003  -1.38542  -0.678
C  3.48623  -1.04633  2.03039  1.351
C  4.92474  -1.49190  1.65656  -0.589
C  5.84375  -1.53946  2.88797  -0.993
C  5.06674  -1.99523  4.11524  -0.833
C  4.01125  -0.94126  4.48657  -0.633
C  3.56899  -0.12739  3.26170  -0.524
C  -1.44749  2.28532  1.05872  1.079
C  -1.59001  3.67329  1.12378  -0.296
C  -2.56960  4.26123  1.90827  -0.912
C  -3.44180  3.46168  2.63230  -1.332
C  -3.34554  2.08126  2.55089  -0.534
C  -2.34614  1.48642  1.78378  0.598
P  -2.31493  -0.27876  1.33022  0.466
C  -3.81778  -0.23477  0.19297  0.212
C  -4.18142  -1.44188  -0.69156  0.311
C  -5.37481  -1.12557  -1.62054  -1.108
C  -6.26502  -0.03890  -1.03515  -0.762
C  -5.46701  1.26861  -0.92590  -1.291
C  -3.96698  1.00645  -0.70358  -0.241
C  -2.78007  -1.42131  2.73646  1.284
C  -3.30291  -0.74302  4.00885  -1.138
C  -3.43941  -1.75577  5.14525  -0.857
C  -4.36279  -2.90140  4.74947  -0.958
C  -3.85633  -3.57664  3.48174  -0.840
C  -3.69623  -2.58378  2.32949  -0.623
H  -0.35105  2.89948  -1.97474  0.556
H  -1.52217  1.59675  -2.09658  0.573
H  0.19428  1.31079  -2.49083  0.270
H  1.01662  4.29123  -0.20812  0.336
H  3.22322  5.25340  0.18612  0.453
H  5.11510  3.80341  0.85392  0.475
H  4.77940  1.38783  1.10402  0.447
H  4.30668  -0.25451  -0.70907  1.138
H  2.60594  1.17526  -1.84019  0.077
H  1.81690  -0.28998  -2.43324  -0.426
H  4.68312  0.60200  -2.98740  0.350
H  3.35981  0.63970  -4.13471  0.453
H  4.85481  -1.34390  -4.48502  0.469
H  3.20803  -1.82189  -4.11784  0.244
H  5.53074  -1.76787  -2.13321  0.365
H  4.76376  -3.19921  -2.79908  0.406
H  3.83359  -2.77262  -0.55821  0.362
H  2.60367  -2.53046  -1.77999  0.090
H  2.93091  -1.94025  2.34092  -0.166
H  5.36625  -0.83180  0.90944  0.016
H  4.89128  -2.48410  1.20983  0.435
H  6.27840  -0.55477  3.07872  0.305
H  6.68027  -2.20634  2.67990  0.546
H  5.73428  -2.17654  4.95658  0.531
H  4.58706  -2.95461  3.89531  0.263
H  4.41284  -0.25288  5.23252  0.508
H  3.14804  -1.42743  4.94646  0.103
H  4.30237  0.65486  3.06450  0.737
H  2.63826  0.39698  3.46000  -0.614
H  -0.93036  4.31861  0.55736  0.187
H  -2.65896  5.33888  1.94778  0.471
H  -4.21486  3.91124  3.24126  0.501
H  -4.07229  1.48128  3.07714  0.360
H  -4.58176  -0.13815  0.97852  0.557
H  -4.41440  -2.31224  -0.08367  0.511
H  -3.32402  -1.70244  -1.30531  -1.059
H  -5.93836  -2.04033  -1.80581  0.500
H  -5.00933  -0.79005  -2.59519  0.372
H  -6.62643  -0.35388  -0.05171  0.261
H  -7.15309  0.10777  -1.64855  0.551
H  -5.84964  1.87642  -0.10266  0.321
H  -5.58800  1.86134  -1.83419  0.507
H  -3.50529  1.90403  -0.30573  -0.202
H  -3.48319  0.79614  -1.66252  0.363
H  -1.82249  -1.88659  2.99261  -0.324
H  -4.29562  -0.32900  3.81147  0.455
H  -2.65952  0.09056  4.30381  0.477
H  -3.80864  -1.25110  6.03963  0.456
H  -2.45325  -2.16058  5.39677  0.230
H  -5.37249  -2.51366  4.57955  0.361
H  -4.43890  -3.62670  5.56001  0.491
H  -4.53233  -4.37636  3.17559  0.470
H  -2.88705  -4.04797  3.68504  0.322
H  -4.68070  -2.20256  2.04228  0.584
H  -3.27875  -3.10215  1.46655  -0.453
S  0.32400  -1.00169  5.45464  -0.155
C  0.31950  -1.14550  3.76556  0.172
N  0.29215  -0.03976  3.07015  0.744
C  0.33359  1.07101  3.92728  -1.256
C  0.46252  2.41574  3.57507  0.002
C  0.51528  3.35724  4.57702  -1.145
C  0.45439  2.99385  5.92995  -0.895
C  0.37573  1.67080  6.29855  -0.608
C  0.32863  0.71751  5.28160  1.369
H  0.33103  -2.12583  3.30266  -0.283
H  0.54932  2.71071  2.54456  0.329
H  0.61782  4.40152  4.31363  0.518
H  0.49507  3.75962  6.69234  0.454
H  0.36524  1.37649  7.33905  0.532
C  1.04155  -3.90111  0.73577  -0.438
O  0.87684  -3.24711  -0.52590  -0.285
P  -0.20054  -2.08061  -0.68201  1.113
O  -1.58016  -2.82978  -0.41122  0.402
C  -1.91552  -4.05509  -1.11086  -1.226
O  -0.04993  -1.90618  -2.23927  -0.630
C  -1.06948  -1.30626  -3.06444  -0.733
H  1.72151  -4.73173  0.57143  0.314
H  0.08847  -4.27998  1.10950  0.321
H  1.48808  -3.21974  1.46607  -0.135
H  -2.15125  -4.80907  -0.36375  0.338
H  -1.08674  -4.39394  -1.72970  0.428
H  -2.79180  -3.86332  -1.72615  0.314
H  -1.66675  -2.09874  -3.51116  0.321
H  -0.56075  -0.74469  -3.84238  0.362
H  -1.70590  -0.63932  -2.48517  0.082

- net charge = +2
- HOMO (eV) = -13.7729

***

Record 2
Density functional theory data (ωB97M-V with the def2-TZVPD basis set) for a cluster of 3 separate species, C4H12O4 in total.

Each line ends with the Mulliken charge.
CARTESIAN COORDINATES (ANGSTROEM)
O  -2.09241  2.28981  -1.90447  -0.463
C  -2.10280  1.36049  -1.15055  -0.223
C  -0.81010  0.65476  -0.67993  -0.332
C  -1.28164  -0.21506  0.49899  -0.655
C  -0.06987  -0.70831  1.39279  -0.708
O  -0.52859  -1.04393  2.67675  -0.549
H  -3.05152  0.83295  -0.85029  0.312
H  -0.46893  0.12260  -1.57644  0.379
H  -0.07888  1.36686  -0.29210  0.315
H  -1.97393  0.23666  1.23143  0.457
H  -1.90617  -1.05976  0.20029  0.406
H  0.62514  0.12034  1.46065  0.426
H  0.30623  -1.61444  0.92585  0.216
H  -0.25272  -0.42656  3.36528  0.298
O  2.27611  -1.92801  -0.16021  -0.637
H  2.34358  -1.00271  0.02748  0.307
H  2.72639  -2.14845  -0.97882  0.313
O  2.28274  0.78619  -1.33635  -0.657
H  1.33396  0.76929  -1.25217  0.495
H  2.72342  1.60727  -1.59818  0.300

- net charge = 0
- energy above the lowest of the compared OMol25 structures with the same formula, charge and spin (kJ/mol) = 180.6
- structure (SMILES) = O=CCCCO.O.O
- HOMO (eV) = -9.8484

***

Record 3
Density functional theory data (ωB97M-V with the def2-TZVPD basis set) for the molecule C3H3Br2NO2.

Each line ends with the Mulliken charge.
CARTESIAN COORDINATES (ANGSTROEM)
N  0.78321  0.90263  -2.65150  -0.356
C  0.65389  0.38013  -1.65378  0.187
C  0.72364  -0.23358  -0.36078  -0.444
Br  0.97613  -2.19895  -0.75222  -0.032
C  -0.50978  0.06834  0.52873  0.614
O  -1.71994  0.10371  -0.08301  -0.450
O  -0.50809  -0.53488  1.73151  -0.484
Br  -0.16191  2.08909  0.93985  -0.222
H  1.76336  0.04427  0.03626  0.450
H  -2.42240  0.28065  0.55758  0.405
H  0.42189  -0.90140  1.70736  0.332

- net charge = 0
- energy above the lowest of the compared OMol25 structures with the same formula, charge and spin (kJ/mol) = 20.5
- structure (SMILES) = N#C[C@H](Br)C(O)(O)Br
- HOMO (eV) = -10.4438

***

Record 4
Density functional theory data (ωB97M-V with the def2-TZVPD basis set) for a structure of composition C41H44ClIrN7O3S.

Each line ends with the Mulliken charge.
CARTESIAN COORDINATES (ANGSTROEM)
Ir  -1.59088  -0.29989  -0.39465  2.086
C  1.69587  1.85144  2.56712  -0.850
C  0.40560  -0.75092  2.08394  -1.598
C  1.59983  -1.30819  2.58740  -0.796
C  2.07762  -2.47740  2.07953  -1.328
C  1.30962  -3.18903  1.13161  1.466
C  1.60188  -4.51126  0.72718  -0.930
C  0.74245  -5.17262  -0.10408  -0.797
C  -0.43471  -4.55013  -0.56206  -0.605
C  -0.73381  -3.26199  -0.19808  1.091
S  -2.26889  -2.49593  -0.55989  -0.671
C  0.15946  -2.55408  0.63729  -1.251
N  -0.20894  -1.29156  1.04536  0.225
H  2.18026  1.54599  3.50209  0.381
H  -0.24828  2.41347  2.98765  0.441
H  2.15201  1.30407  1.74084  -0.066
H  2.08040  -0.80915  3.41520  0.668
H  2.99776  -2.91025  2.45382  0.483
H  2.49606  -4.99053  1.10528  0.482
H  0.94809  -6.19201  -0.40038  0.488
H  -1.13035  -5.10158  -1.18173  0.493
Cl  -4.68536  3.55070  -3.03634  -0.202
C  -4.66092  2.17693  -2.00238  -0.272
C  -5.81259  1.72544  -1.38076  -0.164
C  -5.71987  0.61731  -0.55631  -0.988
C  -4.49691  0.00356  -0.37741  -0.096
N  -3.38762  0.45235  -0.98766  0.482
C  -3.46121  1.52819  -1.78226  0.126
H  -6.75347  2.23381  -1.54010  0.480
H  -6.58968  0.22512  -0.04996  0.447
H  -4.37758  -0.87181  0.24637  0.395
H  -2.54644  1.88838  -2.22686  0.463
O  -1.28966  1.90188  -0.11613  -1.139
C  -0.01274  2.03914  -0.20073  0.906
O  0.72705  1.04479  -0.28623  -1.128
C  0.53346  3.42222  -0.27217  0.252
C  -0.30045  4.52356  -0.09597  -0.310
C  0.21884  5.80474  -0.18517  -0.839
C  1.56798  5.98887  -0.46242  -0.462
C  2.40052  4.89315  -0.64419  -1.068
C  1.88407  3.61133  -0.54306  0.196
H  -1.34988  4.36113  0.11099  0.521
H  -0.42621  6.66198  -0.04393  0.448
H  1.97042  6.99048  -0.54010  0.413
H  3.44792  5.03751  -0.87257  0.441
H  2.51710  2.74370  -0.67707  0.372
C  -1.25107  1.94956  5.54717  -1.229
C  0.00112  1.09904  5.29993  -0.670
N  -0.07393  0.03954  4.30778  0.529
C  -0.51715  -1.26684  4.78110  -0.181
C  -1.78883  -1.30887  5.62588  -1.395
C  -0.28955  0.37874  2.89477  0.999
C  -1.79880  0.36673  2.59380  -1.267
N  0.25593  1.66268  2.54019  0.297
H  -1.09782  2.57602  6.42748  0.445
H  -2.13688  1.34063  5.71847  0.263
H  -1.46319  2.62195  4.71310  0.269
H  0.28957  0.61457  6.23600  0.631
H  0.82524  1.77131  5.05679  0.309
H  0.29526  -1.73012  5.35539  0.480
H  -0.66330  -1.91333  3.91226  0.106
H  -1.67839  -0.74301  6.55062  0.333
H  -2.00580  -2.34222  5.90012  0.467
H  -2.65060  -0.91349  5.08588  0.262
H  -2.22991  -0.61037  2.80652  0.124
H  -2.02401  0.66546  1.55968  0.270
H  -2.29920  1.11159  3.21218  0.471
H  1.90250  2.90836  2.40368  0.499
C  3.25167  -4.96890  -2.90967  -1.700
C  3.08170  -3.47505  -2.94307  0.689
C  3.27560  -2.69349  -1.81026  -0.697
C  3.13856  -1.31507  -1.85310  -0.144
C  2.84488  -0.67954  -3.05283  0.451
N  2.83042  0.73641  -3.05619  0.011
C  2.32354  1.60395  -3.98192  0.098
O  2.74723  2.72739  -4.13245  -0.651
N  1.24035  1.13885  -4.74013  -0.027
C  0.15215  0.40370  -4.25952  -0.117
C  -0.76776  -0.12953  -5.14890  -0.571
C  -1.87381  -0.78324  -4.64197  -1.347
C  -2.05608  -0.88194  -3.28022  -0.117
N  -1.16547  -0.35725  -2.40593  0.113
C  -0.06907  0.24429  -2.89371  0.009
C  2.64938  -1.44473  -4.19747  -0.209
C  2.75231  -2.82410  -4.12757  -0.934
H  3.50341  -5.31363  -1.90815  0.321
H  4.05038  -5.28488  -3.58241  0.440
H  2.33906  -5.47738  -3.22535  0.345
H  3.54477  -3.16772  -0.87568  0.440
H  3.28295  -0.72272  -0.95630  0.140
H  3.50781  1.18420  -2.45794  0.302
H  1.04039  1.77474  -5.49827  0.295
H  -0.61891  -0.02676  -6.21628  0.568
H  -2.61184  -1.21943  -5.29987  0.480
H  -2.90816  -1.39230  -2.87161  0.523
H  0.62204  0.63706  -2.16339  0.630
H  2.45388  -0.96878  -5.14809  0.532
H  2.60965  -3.40495  -5.03159  0.427

- net charge = +1
- energy above the lowest of the compared OMol25 structures with the same formula, charge and spin (kJ/mol) = 218.1
- HOMO (eV) = -10.2137

***

Record 5
Density functional theory data (ωB97M-V with the def2-TZVPD basis set) for a structure of composition C27H26PPd.

Each line ends with the Mulliken charge.
CARTESIAN COORDINATES (ANGSTROEM)
Pd  1.08923  0.41514  -0.16866  -0.361
C  2.49182  3.31298  -0.85781  -1.451
C  2.37581  2.26451  0.22461  0.348
C  3.34390  1.25082  0.37617  -0.859
C  3.38004  0.45414  1.52452  1.080
C  4.54727  -0.42852  1.78801  -1.281
C  2.31511  0.56459  2.47181  -0.950
C  1.28399  1.44653  2.29905  1.099
C  0.18851  1.59999  3.31967  -1.423
C  1.30922  2.29467  1.14778  -0.718
H  1.86874  3.08338  -1.72240  0.154
H  3.51770  3.39726  -1.20939  0.433
H  2.17576  4.28374  -0.47905  0.400
H  4.15480  1.19498  -0.33938  0.653
H  4.64384  -1.20369  1.02138  0.270
H  4.49407  -0.90361  2.76420  0.417
H  5.46845  0.15573  1.72640  0.425
H  2.35537  -0.03241  3.37583  0.462
H  -0.78410  1.31259  2.91294  0.245
H  0.09563  2.64361  3.62146  0.397
H  0.37679  1.00046  4.20696  0.435
H  0.57695  3.09067  1.07661  0.655
C  -0.06145  1.45567  -3.99225  -0.290
C  -0.53186  2.28084  -2.96041  -0.979
C  -0.87548  1.73197  -1.75208  0.281
C  -0.76885  0.31914  -1.56508  -0.753
C  -0.28907  -0.50893  -2.62831  0.281
C  0.04382  0.07295  -3.82957  -0.997
P  -1.36527  -0.43566  -0.07539  1.636
C  -3.06921  -0.60249  0.06982  0.679
C  -3.58945  -1.22592  1.23903  -0.384
C  -4.94511  -1.39854  1.34388  -0.867
C  -5.78356  -0.89639  0.33954  -0.374
C  -5.26881  -0.25690  -0.80036  -0.855
C  -3.92007  -0.05576  -0.92643  -0.180
C  -0.46630  -1.88375  0.09547  0.713
C  -0.93822  -3.20674  0.25318  -0.609
C  -0.00377  -4.21385  0.24528  -0.815
C  1.36391  -3.91944  0.10267  -0.498
C  1.83685  -2.60459  -0.01905  -0.618
C  0.91150  -1.60024  0.00005  0.102
H  0.21815  1.89960  -4.94051  0.500
H  -0.63579  3.34600  -3.12026  0.526
H  -1.29207  2.35653  -0.97027  0.539
H  -0.25924  -1.58376  -2.51519  0.595
H  0.37070  -0.54909  -4.65230  0.505
H  -2.93212  -1.55825  2.03409  0.518
H  -5.36408  -1.89603  2.20803  0.455
H  -6.85711  -0.99254  0.45073  0.451
H  -5.93693  0.08342  -1.58009  0.459
H  -3.52097  0.46209  -1.78873  0.431
H  -1.99503  -3.42490  0.33579  0.579
H  -0.32352  -5.24232  0.34518  0.475
H  2.08131  -4.73155  0.08827  0.485
H  2.89817  -2.41813  -0.11545  0.579

- net charge = +3
- energy above the lowest of the compared OMol25 structures with the same formula, charge and spin (kJ/mol) = 111.3
- HOMO (eV) = -18.0629

***

Record 6
Density functional theory data (ωB97M-V with the def2-TZVPD basis set) for the ion C6H10FN2O4 with charge +1.

Each line ends with the Mulliken charge.
CARTESIAN COORDINATES (ANGSTROEM)
C  2.28111  0.70296  -2.98687  -0.736
O  1.46082  0.42635  -1.85443  -0.419
C  1.71673  0.86715  -0.63975  0.314
O  2.68095  1.53124  -0.38067  -0.503
C  0.60241  0.50255  0.32343  0.146
C  0.12805  1.31057  1.28906  0.292
F  0.67397  2.51933  1.43626  -0.275
C  -1.14659  1.02469  2.07781  0.211
O  -0.97975  0.15089  3.13874  -0.581
N  -2.02744  0.42339  1.07214  -0.305
C  -1.71505  -0.79541  0.67629  -0.332
O  -1.75432  -1.73607  1.50799  -0.432
N  0.02104  -0.78821  0.16480  -0.060
H  2.22325  1.71048  -3.05094  0.351
H  1.96218  0.24619  -3.85307  0.288
H  3.28484  0.42357  -2.81351  0.334
H  -1.48121  2.02922  2.47276  0.441
H  -0.78644  0.46127  3.96029  0.359
H  -2.31417  1.03232  0.22769  0.345
H  -2.28576  -0.98349  -0.21774  0.438
H  -1.58763  -1.36035  2.35380  0.379
H  0.22816  -0.91285  -0.81502  0.403
H  0.41435  -1.30588  0.89409  0.341

- net charge = +1
- structure (SMILES) = COC(=O)C1=C(F)[C@H](O)N[C@H](O)[NH2+]1
- HOMO (eV) = -14.1009

***

| no. | lowest unoccupied orbital energy (Ha) | frontier orbital gap (eV) | total energy (eV) |
| --- | --- | --- | --- |
| 1 | -0.21602 | 7.89 | -106903.967 |
| 2 | 0.02041 | 10.40 | -12531.221 |
| 3 | -0.01836 | 9.94 | -148828.471 |
| 4 | -0.12688 | 6.76 | -85998.150 |
| 5 | -0.47309 | 5.19 | -41159.042 |
| 6 | -0.13007 | 10.56 | -20262.605 |